11
Properties=species:S:1:pos:R:3 method="wB97M-V/def2-TZVPD" smiles="O=Nc1c[nH]c(=O)[nH]1" e_above_lowest_kj_mol=380.3 e_homo_ev=-9.20
C -0.84438 0.06036 -0.14206
C -0.14138 1.16289 -0.04560
C 1.37572 -0.57868 -0.04809
H -0.64863 2.19158 -0.12061
H 2.09127 1.43148 0.48648
H -0.26518 -2.02066 -0.23985
N -2.28318 0.07134 -0.07195
N 1.26095 0.80853 0.06920
N 0.02310 -1.01108 -0.12325
O -2.99500 -0.94329 0.17979
O 2.42670 -1.17245 0.05593


56
Properties=species:S:1:pos:R:3 method="wB97M-V/def2-TZVPD" smiles="C[C@@H]1CCC[C@@H](C)N1CCCNC(=O)Cn1cc2c(n1)CCCC2" e_above_lowest_kj_mol=2.3 e_homo_ev=-8.25
C -1.66388 -2.03784 -0.03700
H -0.89510 -1.73981 -0.74597
H -2.49081 -2.46887 -0.59307
H -1.25099 -2.80541 0.61273
C -2.11541 -0.83405 0.80860
N -2.57498 0.31555 0.03825
C -1.50730 0.95613 -0.71369
C -1.39645 2.44856 -0.36563
H -1.47367 2.55549 0.71680
H -2.21687 3.00323 -0.81663
C -0.07555 3.04960 -0.84212
N 1.02374 2.58947 -0.02776
C 2.00262 3.37922 0.42110
O 2.10644 4.56919 0.21060
C 3.01604 2.62689 1.31432
N 3.33728 1.31264 0.83823
C 4.53896 0.84953 0.43521
C 4.36004 -0.46088 0.04804
C 2.99186 -0.70614 0.25289
N 2.39002 0.37281 0.73042
C 2.32316 -1.99915 -0.05359
C 3.38654 -3.09135 -0.18595
C 4.52349 -2.63337 -1.10081
H 4.10299 -2.29609 -2.05108
C 5.31223 -1.48865 -0.45956
H 5.90822 -1.87566 0.37392
H 6.00491 -1.04806 -1.18057
H 5.19448 -3.46905 -1.30796
H 3.79316 -3.32349 0.80091
H 2.93029 -3.99947 -0.58421
H 1.77360 -1.90462 -0.99615
H 1.59901 -2.24591 0.72503
H 5.41407 1.46708 0.45170
H 2.56978 2.55608 2.31348
H 3.92876 3.22085 1.37638
H 1.08023 1.59826 0.20346
H 0.09783 2.77889 -1.89180
H -0.09166 4.13975 -0.76678
H -1.63741 0.83367 -1.79690
H -0.55925 0.47876 -0.45238
C -3.81790 0.08271 -0.68867
C -4.29883 1.33611 -1.41971
H -4.39981 2.15900 -0.71758
H -5.27289 1.13828 -1.86204
H -3.62467 1.63100 -2.21816
C -4.91122 -0.32703 0.30600
C -4.51100 -1.53991 1.13256
C -3.18817 -1.23976 1.82262
H -2.84195 -2.10570 2.38933
H -3.33464 -0.41177 2.51845
H -4.41559 -2.41699 0.49026
H -5.28118 -1.75767 1.87547
H -5.09073 0.51565 0.97637
H -5.83333 -0.53071 -0.24182
H -3.69676 -0.72144 -1.44063
H -1.24173 -0.48554 1.37513


no.,HOMO-LUMO gap (eV)
1,8.21
2,9.06